ORCA calculation (wB97M-V/def2-TZVPD) on a molecular structure, C34H52Cl2IrNP.

ORCA input file:
```
! RIJCOSX wB97M-V def2-TZVPD def2/J DEFGRID3
* xyz -1 5
P 0.325 -0.571 -1.676
C 1.883 0.035 -2.637
C 2.160 -0.381 -4.096
C 3.558 0.075 -4.546
C 3.832 1.562 -4.298
C 3.449 2.004 -2.884
C 2.040 1.551 -2.485
C -1.071 0.283 -2.646
C -0.954 0.481 -4.160
C -2.261 1.056 -4.728
C -2.682 2.353 -4.033
C -2.656 2.261 -2.501
C -1.378 1.616 -1.949
C 0.187 -2.251 -2.501
C 1.395 -3.146 -2.174
C 1.305 -4.536 -2.841
C -0.024 -5.247 -2.587
C -1.234 -4.353 -2.867
C -1.138 -2.967 -2.196
H 2.636 -0.464 -2.001
H 1.416 0.070 -4.765
H 2.078 -1.469 -4.232
H 3.683 -0.155 -5.612
H 4.302 -0.517 -3.997
H 4.896 1.760 -4.462
H 3.287 2.167 -5.036
H 4.163 1.574 -2.170
H 3.516 3.095 -2.796
H 1.838 1.852 -1.449
H 1.305 2.063 -3.125
H -1.917 -0.405 -2.474
H -3.052 0.303 -4.613
H -0.713 -0.459 -4.678
H -0.143 1.191 -4.379
H -2.139 1.232 -5.806
H -3.690 2.628 -4.362
H -2.016 3.165 -4.358
H -2.767 3.262 -2.067
H -3.517 1.667 -2.167
H -1.474 1.463 -0.863
H -0.533 2.306 -2.092
H 0.200 -1.989 -3.571
H 2.340 -2.671 -2.482
H 1.455 -3.276 -1.082
H 1.450 -4.422 -3.926
H 2.132 -5.156 -2.478
H -0.061 -5.590 -1.545
H -0.084 -6.144 -3.210
H -2.150 -4.847 -2.525
H -1.336 -4.217 -3.954
H -1.994 -2.363 -2.532
H -1.241 -3.085 -1.107
Ir 0.227 0.095 2.133
Cl -1.903 -0.695 2.052
Cl 2.186 -0.007 0.973
C 0.249 1.734 3.119
H 0.560 1.654 4.167
C -0.044 3.087 2.684
C -0.719 4.077 3.479
C -0.996 5.325 2.926
C -0.595 5.623 1.616
C 0.105 4.677 0.853
C 0.380 3.421 1.382
H -1.015 3.830 4.492
H -1.528 6.083 3.519
H 0.445 4.921 -0.159
H 0.924 2.670 0.819
H -0.820 6.596 1.194
C -2.157 -1.806 6.764
N -2.285 -1.056 5.485
C -3.642 -0.459 5.334
C -1.229 0.036 5.283
C 0.117 -0.588 5.200
C 0.774 -0.989 6.376
C 1.959 -1.713 6.310
C 2.522 -2.004 5.069
C 1.904 -1.562 3.890
C 0.764 -0.785 3.968
H -2.085 -1.104 7.605
H -1.300 -2.482 6.730
H -3.062 -2.416 6.879
H -2.150 -1.715 4.699
H -3.715 0.375 6.036
H -3.749 -0.116 4.304
H -4.400 -1.215 5.576
H -1.519 0.541 4.361
H -1.345 0.734 6.118
H 0.348 -0.730 7.355
H 2.443 -2.056 7.226
H 3.446 -2.570 4.997
H 2.300 -1.807 2.907
*
```

Summary:
- gap between HOMO and LUMO (alpha / beta) (eV) = 3.3 / 5.7
- electronic energy (eV) = -74762.578
- HOMO (alpha / beta) (eV) = -1.302 / -3.703